(1)
Computed, not measured: a molecular structure, C7H10O2 in a non-equilibrium geometry, with the ωB97M-V functional and the def2-TZVPD basis.

## Properties
HOMO ... -8.28 eV

Geometry as ORCA input:
```
! RIJCOSX wB97M-V def2-TZVPD def2/J DEFGRID3
* xyz 0 1
C -1.013 -0.212 -1.631
C 0.038 0.272 -0.586
C 0.227 1.633 -1.132
C -0.113 1.501 0.337
C -0.574 -0.441 1.429
C 0.799 -0.595 1.737
C 0.395 -0.869 0.302
H -0.070 -0.522 -2.523
H -1.641 -1.045 -1.185
H -1.681 0.722 -2.238
H 1.174 2.216 -1.088
H -0.607 2.062 -1.845
H 0.833 1.847 0.813
H -1.424 -1.280 1.570
H 1.180 0.403 2.102
H 1.224 -1.642 2.192
H 1.722 -2.713 0.413
O -1.098 0.893 1.292
O 0.629 -2.229 0.039
*
```

Here are the natural (NBO) charges for atoms 1 to 5, given in e: -0.59, -0.16, -0.35, 0.01, 0.08

---

(2)
Computed, not measured: a single C7H10O2 molecule in a non-equilibrium geometry, with the ωB97M-V functional and the def2-TZVPD basis.

## Properties
SMILES ... C[C@]12O[C@@H]1CO[C@H]1C[C@H]12
HOMO ... -9.11 eV

Geometry as ORCA input:
```
! RIJCOSX wB97M-V def2-TZVPD def2/J DEFGRID3
* xyz 0 1
C -1.540 -1.242 -0.560
C -0.305 -0.384 -0.881
O 0.683 -1.113 -1.589
C 1.011 -0.662 -0.268
C 0.822 -1.018 1.160
O 0.296 0.205 1.667
C -0.379 1.187 0.903
C 0.303 2.120 -0.089
C -0.650 1.061 -0.625
H -1.277 -2.292 -0.378
H -2.239 -1.218 -1.464
H -2.081 -0.905 0.350
H 1.762 0.143 -0.335
H 1.744 -1.175 1.758
H 0.130 -1.839 1.393
H -1.121 1.602 1.557
H -0.076 3.113 -0.168
H 1.380 2.061 -0.248
H -1.633 1.389 -0.929
*
```

Here are the natural (NBO) charges for atoms 1 to 5, given in e: -0.64, 0.21, -0.44, 0.00, -0.08

---

(3)
Computed, not measured: a single C7H10O2 molecule in a non-equilibrium geometry, with the ωB97M-V functional and the def2-TZVPD basis.

## Properties
SMILES ... CO[C@@H]1C=CO[C@@H]2C[C@@H]12
HOMO ... -8.54 eV

Geometry as ORCA input:
```
! RIJCOSX wB97M-V def2-TZVPD def2/J DEFGRID3
* xyz 0 1
C -0.859 -1.866 1.608
O -0.283 -0.655 1.820
C 0.408 -0.239 0.609
C 1.006 1.222 0.883
C 0.665 2.261 0.118
O 0.393 2.094 -1.197
C 0.486 0.798 -1.486
C -0.192 -0.339 -2.127
C -0.554 -0.025 -0.491
H -1.309 -2.200 2.635
H -1.801 -2.067 0.878
H 0.057 -2.492 1.553
H 1.298 -0.831 0.496
H 1.153 1.566 1.810
H 0.268 3.325 0.226
H 1.444 0.295 -1.663
H 0.472 -1.187 -2.382
H -1.130 -0.178 -2.780
H -1.524 0.517 -0.509
*
```

Here are the natural (NBO) charges for atoms 1 to 5, given in e: -0.27, -0.54, 0.06, -0.35, 0.15

---

(4)
Computed, not measured: a molecular structure, C7H10O3PPdS6, with the ωB97M-V functional and the def2-TZVPD basis.

## Properties
HOMO (alpha / beta) ... 0.69 / -1.67 eV

Geometry as ORCA input:
```
! RIJCOSX wB97M-V def2-TZVPD def2/J DEFGRID3
* xyz -2 4
Pd 0.517 0.983 -1.214
O -3.339 6.135 -3.868
C -2.531 5.307 -3.458
S -2.333 5.024 -1.562
C -1.355 3.592 -1.753
C -1.449 2.893 -2.978
S -0.628 1.440 -3.293
S -2.548 3.517 -4.178
S -0.372 3.090 -0.464
C -2.308 -0.536 0.498
C -1.454 -1.774 0.337
O -0.216 -1.636 1.043
P 1.214 -1.332 0.344
S 1.884 0.386 1.040
S 1.185 -1.534 -1.617
O 2.082 -2.576 0.941
C 2.331 -2.626 2.344
C 3.811 -2.438 2.608
H -3.270 -0.680 0.000
H -1.816 0.331 0.052
H -2.483 -0.321 1.554
H -1.250 -1.972 -0.717
H -1.944 -2.650 0.772
H 1.988 -3.604 2.697
H 1.755 -1.857 2.863
H 4.392 -3.193 2.076
H 4.021 -2.518 3.678
H 4.116 -1.451 2.258
*
```

Here are the natural (NBO) charges for atoms 1 to 5, given in e: 0.32, -0.72, 0.10, 0.09, -0.40

---

(5)
Computed, not measured: 2 unconnected molecules or ions with the total composition C7H10O3S2 in a non-equilibrium geometry, with the ωB97M-V functional and the def2-TZVPD basis.

## Properties
SMILES ... CCOC(=C=O)C(C)=O.S=CS
HOMO ... -8.37 eV

Geometry as ORCA input:
```
! RIJCOSX wB97M-V def2-TZVPD def2/J DEFGRID3
* xyz 0 1
C 2.204 1.436 -1.108
C 0.808 1.373 -0.564
O 0.083 0.205 -0.982
C 0.287 -0.866 -0.098
C 1.233 -1.622 -0.605
O 1.937 -2.287 -1.248
C -0.251 -0.952 1.242
C 0.159 -2.167 1.900
O -0.857 -0.007 1.733
H 2.250 1.850 -2.098
H 2.808 2.270 -0.677
H 2.877 0.596 -1.092
H 0.258 2.325 -1.000
H 0.745 1.337 0.626
H 1.087 -2.470 1.633
H -0.394 -3.017 1.476
H -0.108 -2.322 2.875
S -2.924 -0.744 -1.057
C -3.289 0.863 -0.871
S -2.699 1.914 0.334
H -3.847 1.278 -1.681
H -2.366 1.008 1.262
*
```

Here are the natural (NBO) charges for atoms 1 to 5, given in e: -0.67, -0.08, -0.49, -0.13, 0.74

---

Relative energy (zero: lowest compared OMol25 entry of this formula, charge and spin), respectively: 237.8; 96.0; 158.2; 0.8; 32.1 kcal/mol.